[1]
C13H33BeN3O6 | ωB97M-V/def2-TZVPD

Element x y z (Å)
1 O -1.145 -0.041 1.063
2 O 1.424 0.511 -2.794
3 O 3.543 0.135 -3.298
4 O 1.868 0.050 1.621
5 O 2.614 -0.668 -1.366
6 O -1.229 -1.372 -1.864
7 N 1.547 2.463 -0.042
8 N 0.830 -2.405 -0.047
9 N -1.158 1.629 -1.219
10 C 2.238 3.880 1.870
11 C 1.514 1.328 2.158
12 C 0.761 -4.539 -1.209
13 C -1.528 -1.073 1.965
14 C -3.032 2.877 -0.444
15 C -1.010 -2.748 -1.620
16 C 2.111 2.430 1.323
17 C -2.325 -1.138 -2.743
18 C 0.424 -3.067 -1.316
19 C -1.872 1.973 0.009
20 C -2.275 0.748 0.794
21 C 2.584 -0.024 -2.510
22 C 1.851 -0.930 2.652
23 Be 0.768 0.058 -0.557
24 H -3.713 2.365 -1.130
25 H 2.252 2.914 -0.625
26 H -2.326 -1.854 -3.567
27 H -2.396 -1.595 1.551
28 H -2.773 0.989 1.740
29 H 1.061 -2.594 -2.070
30 H 0.941 3.284 -0.001
31 H 0.184 -5.113 -0.477
32 H 0.265 -2.887 0.659
33 H -1.830 1.343 -1.920
34 H 1.975 1.393 3.147
35 H -1.206 2.551 0.657
36 H -1.745 -3.083 -0.876
37 H 3.110 1.981 1.298
38 H 0.848 -1.260 2.915
39 H -3.057 0.266 0.188
40 H 2.339 4.631 1.084
41 H -2.237 -0.107 -3.068
42 H 2.380 -0.621 3.555
43 H -2.668 3.764 -0.956
44 H 0.638 -5.051 -2.165
45 H -3.292 -1.305 -2.252
46 H 1.394 4.307 2.417
47 H -1.793 -0.732 2.968
48 H -3.654 3.096 0.430
49 H 2.370 -1.810 2.272
50 H 0.423 1.372 2.240
51 H -0.734 2.455 -1.626
52 H -0.762 -1.839 2.017
53 H 3.164 3.887 2.444
54 H -1.178 -3.315 -2.544
55 H 1.709 -2.867 0.183
56 H 1.807 -4.640 -0.917

The value obtained for the HOMO-LUMO gap is 5.739 eV. The lowest unoccupied orbital energy comes out at 0.05 eV. The value obtained for the highest occupied orbital energy is -5.687 eV. The energy above the lowest of the compared OMol25 structures with the same formula, charge and spin is 23.85 kcal per mole.

=====

[2]
C13H33CaO9V | ωB97M-V/def2-TZVPD

Element x y z (Å)
1 V 1.386 1.481 -4.716
2 Ca -0.988 4.194 -1.978
3 O 0.836 0.161 -0.564
4 O 0.719 0.638 -2.650
5 O 6.272 0.319 -0.147
6 O 1.635 0.193 -5.541
7 O -1.100 -3.567 -2.031
8 O 0.016 2.135 -1.226
9 O 0.138 1.007 1.891
10 O -3.083 3.831 -0.927
11 O 2.815 2.039 -4.124
12 C -3.231 1.477 -0.369
13 C 0.700 -1.305 2.439
14 C -1.105 -2.859 -0.850
15 C 5.111 -0.469 1.813
16 C -3.962 2.809 -0.542
17 C -1.548 -3.752 0.323
18 C -4.986 2.695 -1.671
19 C -0.556 0.212 4.069
20 C -1.877 -1.570 -0.908
21 C 5.298 -0.599 0.286
22 C 0.561 1.063 -1.503
23 C -0.332 -0.142 2.595
24 C 3.952 -0.260 -0.383
25 H -1.244 1.054 4.148
26 H -1.328 -0.369 2.217
27 H -5.555 3.619 -1.775
28 H 1.525 -1.185 3.141
29 H 0.277 0.648 1.011
30 H 4.690 0.520 1.994
31 H -1.722 -1.059 0.042
32 H 4.339 -1.128 2.210
33 H -0.958 -4.648 0.518
34 H -3.623 4.622 -0.856
35 H -4.478 3.097 0.374
36 H 5.542 -1.617 -0.018
37 H 0.340 -2.247 2.853
38 H 0.955 -1.429 1.387
39 H 7.141 -0.019 0.080
40 H -2.961 -1.617 -1.003
41 H 6.011 -0.656 2.397
42 H -2.454 1.597 0.385
43 H 4.099 -0.084 -1.448
44 H -1.476 -0.871 -1.641
45 H -1.300 -3.159 1.203
46 H 3.562 0.672 0.028
47 H -2.007 -3.774 -2.269
48 H -3.999 0.741 -0.130
49 H -1.074 -0.618 4.548
50 H 3.264 -1.100 -0.280
51 H 0.281 0.609 4.644
52 H -2.719 1.145 -1.272
53 H -0.081 -2.550 -0.641
54 H -5.729 1.902 -1.586
55 H -4.460 2.569 -2.618
56 H 1.089 -0.439 -1.270
57 H -2.619 -3.955 0.342

The value obtained for the HOMO-LUMO gap is 3.829 eV. The net charge is +2. The lowest unoccupied orbital energy comes out at -9.80 eV. The value obtained for the highest occupied orbital energy is -13.626 eV. The energy above the lowest of the compared OMol25 structures with the same formula, charge and spin is 0.00 kcal per mole.

=====

[3]
C13H33N3O13PS2V | ωB97M-V/def2-TZVPD

Element x y z (Å)
1 V 10.303 13.688 4.737
2 S 12.984 15.441 3.027
3 S 11.204 18.423 6.817
4 P 11.930 13.535 7.931
5 O 12.348 9.803 4.055
6 O 10.319 10.005 3.201
7 O 7.739 14.554 1.267
8 O 11.684 17.073 6.360
9 O 11.092 11.692 4.380
10 O 8.318 13.022 5.589
11 O 12.033 14.494 3.694
12 O 9.322 14.183 2.794
13 O 9.901 15.159 5.157
14 O 7.538 11.105 4.805
15 O 6.149 12.410 5.931
16 O 8.388 12.437 1.812
17 O 11.306 13.408 6.615
18 N 12.500 12.083 8.552
19 N 13.272 14.552 8.039
20 N 10.854 13.985 9.208
21 C 8.500 13.644 1.958
22 C 12.054 16.868 2.433
23 C 10.630 19.189 5.273
24 C 7.396 12.162 5.444
25 C 9.650 13.153 9.102
26 C 11.227 10.517 3.876
27 C 13.853 15.013 9.326
28 C 10.555 15.471 9.259
29 C 13.414 14.648 1.457
30 C 12.727 10.980 7.617
31 C 12.639 11.733 9.985
32 C 14.181 14.435 6.917
33 C 12.739 19.432 7.099
34 H 12.157 9.068 3.448
35 H 12.478 14.305 1.008
36 H 12.786 20.414 7.564
37 H 13.843 15.045 6.074
38 H 9.808 12.093 8.912
39 H 9.512 15.523 9.554
40 H 11.254 16.008 9.896
41 H 12.971 10.004 8.061
42 H 12.572 17.278 1.568
43 H 11.691 11.252 10.236
44 H 7.794 15.355 1.802
45 H 15.227 14.640 7.147
46 H 13.728 11.047 7.171
47 H 14.640 15.740 9.124
48 H 13.809 15.377 0.751
49 H 12.136 17.519 3.301
50 H 13.299 19.471 6.157
51 H 9.118 13.502 8.207
52 H 13.021 15.452 9.861
53 H 14.213 13.416 6.508
54 H 12.722 12.632 10.589
55 H 5.720 11.563 5.754
56 H 14.042 13.794 1.692
57 H 9.935 18.481 4.822
58 H 10.728 15.852 8.250
59 H 13.475 11.050 10.112
60 H 9.003 13.316 9.964
61 H 11.022 16.616 2.195
62 H 14.402 14.146 9.705
63 H 11.891 10.798 6.947
64 H 13.425 18.772 7.640
65 H 11.452 19.283 4.562
66 H 10.158 20.165 5.386

The value obtained for the HOMO-LUMO gap (alpha / beta) is 6.317 / 6.316 eV. The net charge is -1. The lowest unoccupied orbital energy (alpha / beta) comes out at 1.75 / 1.75 eV. As for the expectation value of S²: 0.782. The value obtained for the highest occupied orbital energy (alpha / beta) is -4.567 / -4.567 eV. Its spin multiplicity is 2. The energy above the lowest of the compared OMol25 structures with the same formula, charge and spin is 83.09 kcal per mole.

=====

[4]
C13H33NO9P | ωB97M-V/def2-TZVPD

Element x y z (Å)
1 P 1.901 0.807 -0.727
2 O 4.968 0.241 -0.483
3 O 1.651 -2.101 -2.160
4 O 2.523 0.900 -2.113
5 O -0.592 -1.436 3.497
6 O -2.734 2.496 -2.529
7 O -3.073 -1.513 5.076
8 O 2.089 2.232 0.173
9 O 0.253 0.439 -0.954
10 O -4.940 2.368 -4.473
11 N 2.723 -0.524 0.166
12 C -2.048 -2.497 5.144
13 C 7.028 -1.218 -0.975
14 C -0.678 -1.894 4.846
15 C -5.072 2.070 -3.089
16 C -3.786 -1.547 3.846
17 C 6.319 -0.097 -0.085
18 C 1.565 -2.554 -1.014
19 C -2.088 3.406 -3.411
20 C -4.187 1.389 -5.176
21 C 1.886 -1.771 0.335
22 C -0.775 -0.030 3.389
23 C 4.082 -0.874 -0.376
24 C -4.081 2.872 -2.249
25 H 1.241 -3.654 -0.908
26 H 7.627 -0.804 -1.850
27 H 6.332 -2.011 -1.395
28 H 6.939 0.861 -0.216
29 H 6.381 -0.336 1.037
30 H -1.190 2.925 -3.803
31 H -0.127 1.054 -1.624
32 H -2.044 -2.887 6.166
33 H -4.224 3.948 -2.398
34 H 7.761 -1.769 -0.283
35 H -2.265 -3.331 4.468
36 H -2.727 3.683 -4.254
37 H -1.613 0.324 3.994
38 H 2.299 2.001 1.112
39 H 2.883 -0.153 1.129
40 H -3.117 -1.648 2.988
41 H 2.482 -2.499 0.998
42 H -0.979 0.208 2.342
43 H 4.555 -1.596 0.389
44 H 0.080 -2.673 4.970
45 H 0.142 0.485 3.696
46 H -4.956 0.995 -2.910
47 H 4.066 -1.408 -1.376
48 H -4.262 2.655 -1.192
49 H 0.928 -1.526 0.894
50 H -4.338 -0.611 3.746
51 H -3.288 1.093 -4.629
52 H -4.809 0.508 -5.362
53 H -6.087 2.351 -2.794
54 H -4.498 -2.377 3.856
55 H -0.446 -1.087 5.548
56 H -1.796 4.307 -2.863
57 H -3.884 1.814 -6.134

The value obtained for the HOMO-LUMO gap is 7.228 eV. The net charge is +1. The lowest unoccupied orbital energy comes out at -3.85 eV. The value obtained for the highest occupied orbital energy is -11.074 eV.

=====

| no. | calculated total energy (a.u.) |
| --- | --- |
| 1 | -1145.4663 |
| 2 | -2813.2562 |
| 3 | -3739.4027 |
| 4 | -1588.0285 |